Density functional theory data (wB97M-V/def2-TZVPD) for a structure of composition C42H44Br4N4O2Pt in a non-equilibrium geometry.

The geometry in XYZ format:
```
97
Properties=species:S:1:pos:R:3:forces:R:3
Pt 0.099 -0.023 0.168 1.4 0.3 1.9
C -3.241 4.357 3.294 -0.1 0.0 -0.1
C -3.834 3.414 2.240 0.2 -0.1 0.2
C -3.036 2.158 2.082 0.0 0.0 -0.1
C -3.261 0.937 2.626 0.0 -0.1 0.0
C -4.336 0.519 3.580 0.2 0.0 0.1
C -3.811 0.400 5.017 -0.1 0.0 0.0
C -2.220 0.060 2.123 0.0 0.0 0.1
N -1.365 0.758 1.334 -0.4 -0.1 -0.6
C -1.849 2.030 1.260 0.0 0.1 0.2
C -1.330 3.044 0.485 -0.1 0.0 0.0
C -0.257 2.944 -0.380 0.1 0.0 0.1
C 0.201 4.000 -1.251 0.0 0.0 -0.1
C -0.386 5.376 -1.317 0.1 0.0 0.2
C 0.073 6.258 -0.149 0.0 0.0 -0.1
C 1.250 3.495 -1.957 -0.1 0.0 -0.1
C 1.433 2.135 -1.507 0.1 0.0 0.1
C 2.395 1.266 -1.984 0.0 0.0 -0.1
C 2.526 -0.065 -1.655 0.2 0.0 0.1
N 1.752 -0.742 -0.760 -0.5 -0.1 -0.5
C 2.132 -2.044 -0.823 0.1 0.0 0.0
C 1.532 -3.086 -0.140 0.0 0.0 0.0
C 0.442 -2.989 0.697 0.1 0.0 0.0
N -0.246 -1.843 0.961 -0.1 -0.1 -0.1
C -1.230 -2.175 1.842 0.0 0.1 0.1
C -2.149 -1.297 2.376 0.0 0.0 0.0
C -1.167 -3.590 2.150 0.0 -0.1 -0.1
C -0.128 -4.095 1.439 -0.1 0.0 0.0
C 0.397 -5.496 1.428 0.1 0.1 0.1
C 1.649 -5.654 2.301 -0.1 -0.1 -0.1
C -2.069 -4.300 3.109 0.1 0.1 0.1
C -1.628 -4.111 4.566 -0.1 0.0 0.0
C 3.239 -2.196 -1.748 0.0 -0.1 0.0
C 3.479 -0.968 -2.269 0.0 0.1 -0.1
C 4.495 -0.570 -3.294 0.1 0.0 0.2
C 5.757 0.030 -2.665 0.0 0.0 -0.1
C 3.953 -3.483 -2.013 0.0 0.1 0.2
C 4.919 -3.846 -0.876 0.0 0.0 -0.1
N 0.503 1.825 -0.558 -0.3 -0.1 -0.4
C 2.083 4.179 -2.996 0.1 0.0 0.2
C 3.338 4.824 -2.396 0.0 0.0 -0.1
H -3.862 5.248 3.407 0.0 0.0 0.0
H -2.236 4.672 3.012 0.0 0.0 0.0
H -3.180 3.858 4.262 0.0 0.0 0.0
H -3.891 3.929 1.278 -0.1 0.0 0.0
H -4.856 3.153 2.524 0.0 0.0 0.0
H -4.753 -0.441 3.266 -0.1 0.0 0.0
H -5.148 1.247 3.555 0.0 0.0 0.0
H -2.993 -0.319 5.074 0.0 0.0 0.0
H -4.602 0.076 5.697 0.0 0.0 0.0
H -3.434 1.362 5.365 0.0 0.0 0.0
H -1.841 3.998 0.513 0.0 0.0 0.0
H -1.478 5.308 -1.312 0.0 0.0 -0.1
H -0.097 5.848 -2.258 -0.1 0.0 0.0
H -0.246 5.836 0.805 0.0 0.0 0.0
H -0.339 7.265 -0.235 0.0 0.0 0.0
H 1.161 6.334 -0.133 0.0 0.0 0.0
H 3.076 1.659 -2.728 0.0 0.0 0.0
H 1.943 -4.077 -0.287 0.0 0.0 0.0
H -2.896 -1.719 3.035 0.0 0.0 0.0
H 0.631 -5.794 0.403 0.0 0.0 0.0
H -0.377 -6.173 1.792 0.0 0.0 -0.1
H 2.455 -5.009 1.948 0.0 0.0 0.0
H 2.005 -6.686 2.286 0.0 0.0 0.0
H 1.432 -5.382 3.334 0.0 0.0 0.0
H -2.077 -5.366 2.874 -0.1 0.0 0.0
H -3.092 -3.937 2.991 0.0 -0.1 0.0
H -0.619 -4.500 4.713 0.0 0.0 0.0
H -2.300 -4.636 5.247 0.0 0.0 0.0
H -1.622 -3.054 4.835 0.0 0.0 0.0
H 4.049 0.152 -3.983 0.0 0.0 -0.1
H 4.767 -1.448 -3.883 0.0 0.0 0.0
H 5.521 0.937 -2.107 0.0 0.0 0.0
H 6.490 0.281 -3.434 0.0 0.0 0.0
H 6.216 -0.681 -1.976 0.0 0.0 0.0
H 4.514 -3.405 -2.946 -0.1 0.0 0.0
H 3.226 -4.289 -2.140 0.0 0.0 -0.1
H 5.684 -3.076 -0.767 0.0 0.0 0.0
H 5.416 -4.797 -1.074 0.0 0.0 0.0
H 4.388 -3.926 0.073 0.0 0.0 0.0
H 1.484 4.945 -3.492 0.0 0.0 0.0
H 2.378 3.457 -3.763 -0.1 0.0 -0.1
H 3.062 5.571 -1.649 0.0 0.0 0.0
H 3.934 5.316 -3.166 0.0 0.0 0.0
H 3.959 4.073 -1.906 0.0 0.0 0.0
Br -3.317 4.221 -4.823 0.0 0.0 0.0
C -2.373 2.772 -4.101 0.0 0.0 0.1
C -1.229 2.224 -4.865 0.0 -0.1 0.0
Br -0.794 3.010 -6.509 0.0 0.0 0.0
C -0.497 1.201 -4.393 0.3 0.3 -0.3
Br 1.033 0.552 -5.260 -0.1 -0.1 0.1
C -0.831 0.543 -3.116 0.0 0.2 -0.1
O -0.207 -0.376 -2.674 -0.2 -0.5 -0.3
C -2.018 1.113 -2.323 0.1 0.2 -0.1
O -2.311 0.635 -1.267 -0.5 -0.4 -0.1
C -2.724 2.268 -2.907 -0.1 0.4 0.0
Br -4.082 3.005 -1.845 0.0 -0.2 0.0
```
Forces are in eV/Å.

Properties
HOMO: -6.57 eV
energy relative to the best compared isomer or geometry (same formula, charge and spin): 0.00 kJ/mol
orbital gap: 4.61 eV